{"formula": "C35H26MnN7O5", "method": "ωB97M-V/def2-TZVPD", "species": ["O", "N", "N", "C", "C", "C", "H", "C", "H", "C", "H", "H", "H", "H", "C", "C", "C", "C", "O", "H", "H", "C", "C", "H", "C", "C", "O", "H", "C", "C", "N", "H", "C", "C", "C", "Mn", "C", "C", "H", "H", "H", "C", "N", "C", "H", "C", "C", "C", "C", "C", "H", "N", "C", "H", "H", "C", "H", "H", "H", "O", "N", "C", "C", "O", "C", "H", "C", "C", "H", "N", "H", "H", "H", "C"], "positions_angstrom": [[-5.28840, 1.31725, -3.55729], [0.70189, 1.16077, 1.33075], [1.08699, -2.24469, -0.47389], [0.09265, -2.94089, -1.04785], [0.04641, -4.31911, -1.06267], [-2.16096, 2.96404, 5.20456], [-4.92620, 0.36678, -1.68229], [1.83584, 0.25662, -3.20171], [-0.67030, -2.36452, -1.55476], [2.13007, -0.41279, 2.31671], [4.79820, 0.78119, -0.76183], [2.55181, 0.58222, -5.20205], [5.62725, -1.07569, 3.77891], [-2.69653, 3.19884, 6.11518], [-1.55600, 0.24881, -1.91809], [-0.62517, 1.57143, 3.99364], [-3.89475, 0.24300, -1.39795], [4.64438, -0.89565, 3.36523], [3.05346, 0.25138, 0.25646], [1.07025, -6.10684, -0.49768], [0.25891, 1.00027, -6.08734], [-0.10577, 2.10123, 1.60264], [-3.57107, -0.09655, -0.10982], [-2.52341, -3.77010, -1.26470], [0.42243, 0.76317, -5.04328], [-1.61544, 3.50534, 2.92299], [-4.48667, 1.05138, -5.53194], [3.37149, 1.82770, -1.00987], [-2.22810, -0.24142, 0.23765], [-0.43449, 0.37691, -2.83293], [0.81200, -0.11917, 1.78549], [2.88233, -2.36746, 0.54439], [2.07597, -2.93888, 0.10720], [-2.29733, 3.78941, 4.08989], [-0.34973, 3.01759, 0.37213], [0.86257, -0.05955, -0.20773], [1.08376, -5.02459, -0.46493], [-1.02296, -5.09950, -1.78434], [-1.92460, -0.50319, 1.24697], [5.41689, -0.17346, 1.48807], [1.35821, -1.21534, 4.13908], [-1.17613, 4.20286, 0.58020], [-4.39809, 1.03172, -4.33117], [2.24992, -0.97281, 3.57449], [-4.34158, -0.24947, 0.63305], [1.68303, 0.54090, -4.56090], [2.11072, -4.32124, 0.13483], [-2.87159, 0.43486, -2.35744], [-1.76402, 4.40231, 1.76021], [4.53254, -0.37391, 2.07855], [-1.21511, 1.23239, 6.03048], [0.82256, 0.18068, -2.35662], [3.94514, 1.25720, -0.28368], [-2.97887, -5.06133, -2.30804], [4.27790, 1.91449, 0.51616], [3.27390, -0.15228, 1.56539], [2.82198, 0.07840, -2.78979], [-2.22356, 1.11651, -5.64496], [-2.39972, 5.27100, 1.89456], [-0.75631, -6.17520, -2.26250], [-1.25594, -0.07643, -0.63797], [-0.67617, 0.67516, -4.16703], [-1.32775, 1.86163, 5.15847], [0.09331, 2.66897, -0.69862], [-2.02455, 0.87517, -4.60937], [-2.93596, 4.66311, 4.13582], [-0.77951, 2.37466, 2.86916], [3.51398, -1.21006, 4.10215], [0.05494, 0.73428, 3.96820], [-2.24844, -4.51120, -1.88382], [2.94115, -4.82743, 0.60691], [-1.31405, 4.87220, -0.25751], [3.61159, -1.63439, 5.09195], [-3.05118, 0.77127, -3.75415]], "forces_ev_per_a": [[-0.06, -0.20, 0.10], [-0.22, -0.80, -0.07], [0.01, 0.11, 0.28], [0.03, 0.12, -0.08], [0.00, -0.02, -0.05], [-0.06, 0.13, -0.02], [-0.01, 0.01, -0.02], [0.07, -0.06, 0.06], [-0.03, 0.02, 0.05], [-0.28, 0.18, -0.06], [0.03, -0.02, 0.00], [-0.01, 0.01, 0.01], [-0.01, 0.00, 0.00], [0.00, -0.01, -0.03], [0.28, 0.02, 0.00], [-0.02, -0.03, 0.13], [0.00, 0.01, -0.16], [0.05, 0.01, -0.07], [0.08, 0.17, -0.10], [0.01, 0.02, -0.01], [-0.01, -0.01, 0.01], [-0.32, 0.95, 0.39], [0.03, -0.01, 0.06], [-0.02, -0.04, 0.05], [-0.10, 0.03, -0.06], [-0.06, 0.32, -0.41], [-0.02, -0.28, -0.11], [0.00, 0.00, -0.02], [-0.01, -0.01, 0.08], [-0.01, -0.04, 0.23], [0.38, 0.46, 0.72], [-0.01, 0.02, 0.05], [0.02, 0.02, -0.10], [-0.07, 0.01, 0.18], [-0.24, 0.21, 0.45], [0.53, -1.06, -0.90], [0.01, -0.07, 0.02], [-0.09, -0.03, 0.00], [-0.02, 0.01, 0.00], [-0.02, 0.01, 0.01], [0.01, 0.01, -0.02], [0.27, -0.28, -0.18], [0.11, 0.69, 0.08], [0.05, -0.12, 0.11], [0.01, 0.00, -0.02], [0.06, -0.02, 0.02], [0.02, 0.00, -0.03], [-0.18, 0.00, -0.03], [-0.08, -0.14, 0.45], [0.09, -0.12, 0.16], [0.03, 0.00, -0.01], [-0.27, 0.26, 0.01], [-0.06, -0.08, 0.08], [0.00, -0.02, 0.01], [0.01, 0.03, 0.00], [-0.02, 0.12, -0.16], [0.01, 0.00, 0.00], [0.01, -0.02, 0.01], [0.01, -0.04, 0.05], [0.01, -0.01, 0.00], [-0.30, 0.09, -0.22], [-0.06, 0.04, -0.24], [0.11, -0.11, -0.09], [0.17, -0.15, -0.20], [0.25, 0.02, -0.12], [0.01, -0.03, 0.01], [0.12, -0.08, -0.37], [-0.08, 0.01, 0.01], [0.00, -0.05, 0.00], [0.11, 0.08, -0.05], [-0.02, 0.01, 0.00], [0.03, -0.02, -0.02], [0.00, 0.00, -0.02], [-0.25, -0.23, 0.14]], "mulliken_charge": [-0.5843, 0.0002, 0.3136, -0.3656, -0.1042, -0.5645, 0.6265, -0.4315, 0.6903, 0.3194, 0.2879, 0.4726, 0.4595, 0.4287, 0.5233, -0.2160, -0.7178, -0.6867, 0.0422, 0.5195, 0.5146, -0.2075, -1.2632, 0.2004, -0.7141, 0.8142, -0.5812, 0.3509, -0.7197, -0.1422, 0.5336, 0.4521, -0.2351, -0.8820, 0.9788, 0.2603, -0.4421, 0.2552, 0.5312, 0.5142, 0.5751, -1.0173, 1.0032, -0.7150, 0.5763, -1.1913, -1.0154, 1.0239, -0.7854, -0.4280, 0.4573, 0.1831, -1.1640, 0.2397, 0.5152, 0.2994, 0.5487, 0.6313, 0.4295, -0.5595, 0.8598, 0.9876, -0.8080, -0.5531, -0.6970, 0.4537, 0.6654, -0.8536, 0.3904, -0.3198, 0.5237, 0.5259, 0.4600, -0.4731], "largest_force_ev_per_a": 1.484, "s2": 6.41, "e_above_lowest_kj_mol": 74.03, "charge": 2, "homo_lumo_gap_ev": [7.23, 7.31], "multiplicity": 5, "total_energy_ev": -88690.3118}

---

{"formula": "C35H27N2O4P2S5V", "method": "ωB97M-V/def2-TZVPD", "species": ["C", "C", "H", "P", "H", "C", "C", "C", "C", "H", "C", "C", "C", "C", "O", "S", "S", "H", "H", "S", "C", "C", "S", "H", "H", "H", "O", "H", "H", "C", "O", "C", "C", "C", "C", "H", "H", "C", "H", "H", "H", "C", "H", "H", "C", "H", "O", "C", "H", "C", "C", "P", "H", "C", "C", "H", "H", "C", "C", "C", "N", "C", "H", "C", "C", "C", "H", "N", "H", "H", "S", "C", "V", "C", "H", "C"], "positions_angstrom": [[-4.01841, -3.45205, -2.77423], [-4.16107, -3.58288, -1.39736], [2.30331, -2.51575, -0.97849], [0.83493, 0.12249, 0.03854], [2.90131, 4.19252, -1.97195], [-0.01765, -3.50063, 0.77650], [1.30161, -5.72049, 1.85428], [2.65381, -0.43290, 2.07010], [1.26348, 3.43907, -3.13712], [-0.85862, -4.89467, -0.62319], [-2.84430, -2.93352, -3.30136], [0.45511, -5.87175, 0.76569], [1.46666, -2.14324, -1.57801], [1.35181, 5.94228, 2.37236], [-1.23992, 2.17413, 1.01219], [-8.40657, -1.43263, 0.96991], [-3.02846, 0.35531, -0.57412], [0.95514, -2.38526, 2.32224], [-0.55236, 0.67447, -2.37797], [-5.81456, -1.06505, 2.39697], [1.14491, 1.36914, -1.26723], [4.86420, -0.70373, 0.41672], [-5.93676, -0.43561, -0.37471], [0.94769, -3.00506, -1.99634], [-3.25558, -3.25490, 0.52092], [1.27628, 7.70422, 1.12651], [-0.76092, 6.26752, -1.79677], [1.29937, 4.24913, -3.85727], [-4.83307, -3.72958, -3.43290], [0.96333, 4.61411, 2.49362], [0.56681, 1.80468, 2.23561], [0.22829, 1.42495, -2.31836], [0.97595, 6.67536, 1.25905], [-1.95681, -2.64528, -1.08134], [-0.22235, 4.75455, 0.40689], [-2.73384, -2.82293, -4.37460], [1.79412, -0.28474, 2.71264], [-4.37235, -0.20351, 0.37364], [5.94375, -1.23258, 2.19605], [-0.91980, -2.08141, -2.87142], [1.80675, -6.58319, 2.27384], [4.98560, -0.94428, 1.77975], [-0.42801, 2.48612, -4.06014], [2.14637, -4.33881, 3.26610], [-0.18570, 2.57062, 1.62464], [3.55136, -0.14401, -1.18063], [0.20609, 7.99344, -0.97836], [-1.81790, -2.52498, -2.45669], [1.86993, -1.55215, -2.40602], [2.15956, 3.40862, -2.07867], [0.20071, 6.06306, 0.29285], [-0.77823, -1.95041, 0.12051], [1.95772, 6.40483, 3.14143], [-3.13343, -3.18453, -0.55648], [2.09684, 2.37949, -1.14295], [0.30345, -6.85299, 0.33006], [-5.08382, -3.97091, -0.98093], [2.51418, -0.20630, 0.70239], [0.82585, -3.36565, 1.88045], [-0.20241, -4.76855, 0.22849], [0.52990, -1.33978, -0.80449], [-6.80764, -0.99209, 0.99772], [1.27287, 4.01525, 3.34124], [1.48975, -4.46168, 2.41177], [3.87976, -0.80542, 2.60674], [0.29454, 2.44687, -3.25309], [-0.83591, 4.30061, -0.35961], [-0.16335, 6.83912, -0.91928], [3.97349, -0.98434, 3.67184], [5.72651, -0.80447, -0.23158], [-2.87338, -0.35754, 2.66951], [0.17724, 4.02470, 1.51771], [-1.32070, 0.23988, 1.04991], [-4.31377, -0.50895, 1.68741], [2.78181, 2.37196, -0.30260], [3.63548, -0.33733, -0.11851]], "forces_ev_per_a": [[0.02, 0.03, 0.01], [0.02, -0.01, 0.01], [-0.01, 0.00, 0.04], [0.52, -0.73, -1.22], [-0.03, -0.04, 0.01], [-0.10, 0.01, 0.27], [-0.01, 0.00, 0.00], [0.04, 0.09, 0.01], [-0.04, 0.01, 0.01], [-0.02, -0.02, 0.00], [0.03, 0.01, 0.02], [-0.04, 0.05, -0.04], [0.03, 0.07, 0.06], [0.00, -0.04, 0.03], [0.58, 1.21, 0.01], [-0.03, 0.02, 0.00], [-0.49, 0.00, -0.58], [-0.02, -0.04, 0.04], [-0.03, -0.01, -0.01], [0.06, -0.04, 0.12], [0.01, 0.14, 0.17], [-0.06, 0.01, -0.01], [0.03, 0.02, -0.13], [-0.02, -0.01, -0.01], [-0.04, 0.02, -0.03], [0.00, 0.00, 0.01], [-0.34, -0.23, -0.26], [0.00, -0.05, 0.04], [0.04, -0.03, 0.03], [0.15, 0.09, 0.09], [0.03, 0.06, 0.52], [0.04, 0.01, -0.03], [0.09, 0.17, 0.06], [-0.20, -0.02, 0.17], [-0.13, -0.03, -0.17], [0.00, 0.00, 0.05], [0.02, 0.00, 0.00], [0.04, 0.03, -0.09], [-0.02, 0.01, -0.01], [-0.07, 0.03, 0.00], [-0.01, 0.04, -0.02], [-0.02, 0.00, -0.03], [0.03, -0.01, 0.04], [-0.04, 0.02, -0.04], [-0.20, 0.03, -0.19], [0.00, 0.01, -0.02], [0.03, 0.38, 0.07], [0.02, -0.02, -0.06], [-0.03, 0.00, 0.03], [-0.02, -0.05, 0.04], [-0.10, 0.04, -0.08], [0.18, -0.21, -0.72], [-0.02, -0.01, -0.03], [0.03, -0.02, -0.04], [0.00, -0.01, -0.02], [-0.01, 0.04, 0.01], [0.05, 0.04, 0.00], [0.02, 0.22, 0.16], [-0.04, -0.07, -0.03], [0.11, 0.01, 0.03], [0.09, -0.16, -0.11], [0.12, -0.01, 0.02], [-0.01, 0.01, -0.04], [0.00, 0.02, -0.01], [-0.02, -0.02, -0.02], [0.01, 0.00, 0.00], [0.01, -0.03, 0.03], [0.42, -0.30, 0.34], [-0.02, 0.03, -0.04], [-0.02, 0.01, 0.01], [-0.50, -0.28, 0.43], [-0.18, -0.10, -0.15], [0.01, -0.20, 1.12], [0.02, -0.18, 0.07], [0.02, -0.01, -0.02], [0.03, 0.01, 0.11]], "mulliken_charge": [-0.5139, -0.7048, 0.2844, 0.5861, 0.4379, 0.1062, -0.4604, -0.7287, -0.4554, 0.3883, -0.7777, -0.7171, -1.2811, -0.5733, -0.5377, -0.3237, -0.4393, 0.2463, 0.1438, -0.1355, 0.6643, -0.7982, -0.0679, 0.5243, 0.4187, 0.5034, -0.5947, 0.4064, 0.3637, -0.5092, -0.6724, -0.6511, -0.5258, 0.9031, -0.0759, 0.3914, 0.5623, 0.0681, 0.3935, 0.2288, 0.3650, -0.5703, 0.4378, 0.4135, 0.3947, 0.4378, -0.6583, -0.3906, 0.2544, -0.9516, -0.3089, 0.9645, 0.3982, -0.2263, -0.1967, 0.4023, 0.4392, 0.7058, -0.1472, -0.3147, 1.2869, 0.1186, 0.5021, -0.7614, -0.7995, -0.8266, 0.6911, 1.0803, 0.4364, 0.4187, -0.5676, 0.3419, -0.6467, 0.1816, 0.5094, -0.4906], "largest_force_ev_per_a": 1.515, "s2": 0.80, "e_above_lowest_kj_mol": 0.00, "charge": -1, "homo_lumo_gap_ev": [5.32, 5.03], "multiplicity": 2, "total_energy_ev": -146347.3822}